Entry 1
{"formula": "C2H10N2O2", "method": "ωB97M-V with the def2-TZVPD basis set", "species": ["C", "N", "C", "N", "H", "H", "H", "H", "H", "H", "O", "H", "H", "O", "H", "H"], "positions_angstrom": [[-0.76, -0.76, 0.35], [0.61, -0.22, 0.23], [1.61, -0.84, 0.70], [1.73, -2.17, 1.11], [-1.21, -0.17, 1.15], [-1.27, -0.59, -0.58], [-0.76, -1.78, 0.74], [2.57, -0.37, 0.47], [0.90, -2.60, 1.48], [2.41, -2.69, 0.58], [0.49, 2.50, -0.96], [-0.13, 3.03, -0.46], [0.49, 1.58, -0.67], [-2.45, 1.45, -1.53], [-2.58, 1.81, -0.67], [-1.66, 1.81, -1.93]], "homo_energy_ev": -9.513, "homo_lumo_gap_ev": 10.2, "smiles": "C/N=C\\N.O.O", "molar_mass_g_mol": 94.11}

***

Entry 2
{"formula": "C2H10N2O2", "method": "ωB97M-V with the def2-TZVPD basis set", "species": ["H", "N", "C", "N", "C", "H", "H", "H", "H", "H", "O", "H", "H", "O", "H", "H"], "positions_angstrom": [[1.12, 4.30, -1.42], [0.40, 3.79, -0.98], [0.49, 2.53, -1.19], [-0.32, 1.63, -0.59], [-1.10, 0.75, -1.49], [1.17, 1.98, -2.01], [-0.79, 2.25, 0.02], [-1.77, 0.16, -0.94], [-0.40, 0.25, -2.07], [-1.84, 1.21, -2.17], [4.48, -4.85, -1.99], [5.16, -4.28, -2.31], [3.69, -4.45, -1.78], [-3.81, -1.99, 5.58], [-3.96, -2.91, 5.40], [-4.56, -1.43, 5.60]], "homo_energy_ev": -9.439, "homo_lumo_gap_ev": 10.3, "smiles": "[H]/N=C/NC.O.O", "molar_mass_g_mol": 94.11}

***

Of them, entry 2 has the lowest stability.

***

Entry 1
{"formula": "C3H3NO", "method": "ωB97M-V with the def2-TZVPD basis set", "species": ["C", "C", "C", "N", "O", "H", "H", "H"], "positions_angstrom": [[0.81, -0.21, 0.28], [-0.24, -1.39, -1.54], [0.11, 0.93, 0.96], [-0.01, -0.71, -0.59], [-0.66, -1.88, -2.49], [-0.58, 0.37, 1.53], [-0.23, 1.47, 0.19], [0.79, 1.42, 1.65]], "homo_energy_ev": -8.250, "homo_lumo_gap_ev": 8.1, "molar_mass_g_mol": 69.06}

***

Entry 2
{"formula": "C3H3NO", "method": "ωB97M-V with the def2-TZVPD basis set", "species": ["C", "C", "O", "C", "N", "H", "H", "H"], "positions_angstrom": [[0.84, 0.16, -0.62], [-0.27, -0.08, 0.09], [-1.41, -0.44, -0.54], [-0.33, -0.09, 1.54], [-0.29, -0.20, 2.69], [0.89, -0.28, -1.61], [1.69, 0.73, -0.26], [-1.23, -0.12, -1.44]], "homo_energy_ev": -9.891, "homo_lumo_gap_ev": 10.1, "smiles": "C=C(O)C#N", "molar_mass_g_mol": 69.06}

***

Entry 3
{"formula": "C3H3NO", "method": "ωB97M-V with the def2-TZVPD basis set", "species": ["N", "C", "C", "C", "O", "H", "H", "H"], "positions_angstrom": [[-0.62, -1.15, -2.18], [-0.51, -0.48, -1.24], [-0.47, 0.22, 0.04], [0.88, 0.18, 0.73], [1.23, 1.03, 1.51], [-0.82, 1.25, -0.04], [-1.18, -0.33, 0.67], [1.50, -0.72, 0.52]], "homo_energy_ev": -10.832, "homo_lumo_gap_ev": 11.3, "smiles": "N#CCC=O", "molar_mass_g_mol": 69.06}

***

Entry 4
{"formula": "C3H3NO", "method": "ωB97M-V with the def2-TZVPD basis set", "species": ["C", "C", "N", "O", "C", "H", "H", "H"], "positions_angstrom": [[0.58, 1.18, 0.27], [-0.70, 0.65, 0.33], [-0.83, -0.71, 0.06], [0.47, -1.14, -0.18], [1.22, -0.03, -0.02], [-1.68, 1.11, 0.49], [-1.32, -0.80, -0.82], [2.27, -0.26, -0.13]], "homo_energy_ev": -8.458, "homo_lumo_gap_ev": 8.3, "smiles": "C1=CNOC=1", "molar_mass_g_mol": 69.06}

***

Of them, entry 4 has the lowest stability.

***

Entry 1
{"formula": "C3H3NO", "method": "ωB97M-V with the def2-TZVPD basis set", "species": ["C", "C", "C", "N", "O", "H", "H", "H"], "positions_angstrom": [[2.11, -0.08, 0.53], [0.93, 0.08, 0.17], [-0.46, 0.04, -0.02], [-0.95, 0.19, -1.29], [-1.16, -0.30, 0.92], [3.10, -0.25, 0.91], [-0.60, 0.70, -2.20], [-2.06, 0.35, -1.14]], "homo_energy_ev": -10.126, "homo_lumo_gap_ev": 10.8, "smiles": "C#CC(N)=O", "molar_mass_g_mol": 69.06}

***

Entry 2
{"formula": "C3H3NO", "method": "ωB97M-V with the def2-TZVPD basis set", "species": ["C", "C", "C", "N", "O", "H", "H", "H"], "positions_angstrom": [[-0.96, 1.25, 0.16], [1.28, 0.29, 0.04], [-0.02, -0.77, -0.01], [-1.10, 0.07, 0.09], [2.39, -0.16, 0.17], [-1.69, 1.95, -0.08], [0.06, -1.00, -1.01], [0.04, -1.62, 0.65]], "homo_energy_ev": [-8.428, -8.452], "homo_lumo_gap_ev": [8.2, 8.3], "molar_mass_g_mol": 69.06}

***

Of them, entry 2 has the lowest stability.